# C3H2BrO2S

An isolated ion of composition C3H2BrO2S and charge -1 at a distorted geometry (ωB97M-V/def2-TZVPD, OMol25).

Structure (XYZ):
```
9
Properties=species:S:1:pos:R:3:lowdin_charge:R:1
O 3.068 1.774 1.098 -0.474
S 2.201 1.122 0.062 0.302
O 2.606 1.288 -1.331 -0.485
Br 2.876 -1.080 0.191 0.210
C 0.456 1.296 0.314 -0.263
C -0.072 0.686 -1.322 -0.032
C -0.109 -0.030 -0.260 -0.345
H -0.056 0.988 -2.244 0.006
H -0.491 -1.038 -0.016 0.080
```

Net charge ... -1
Largest force on an atom ... 0.1332 Eh/bohr
Structure (SMILES) ... O=[S@@]([O-])(Br)=c1cc1
Orbital gap ... 7.61 eV
HOMO level ... -4.1 eV
Spin multiplicity ... 1
Relative energy (zero: lowest compared OMol25 entry of this formula, charge and spin) ... 212.1 kJ/mol
LUMO level ... 3.506 eV

***

# C25H21N3O4PtS4Si

C25H21N3O4PtS4Si as an isolated structure (ωB97M-V/def2-TZVPD, OMol25).

Structure (XYZ):
```
59
Properties=species:S:1:pos:R:3:mulliken_spin:R:1
Pt 0.297 1.220 -0.605 0.725
O 5.004 6.198 -1.017 0.000
C 4.159 5.330 -1.020 0.000
S 2.424 5.636 -1.015 0.001
C 1.893 3.964 -0.945 0.002
C 2.863 3.038 -0.884 0.004
S 2.591 1.314 -0.816 0.086
S 4.520 3.609 -0.872 0.001
S 0.191 3.622 -0.948 0.084
O -1.372 -0.497 1.804 -0.006
C -0.590 0.294 2.300 -0.013
C -0.313 0.362 3.799 0.016
C 0.698 1.484 3.930 0.017
C 0.953 1.931 2.486 -0.015
O 1.738 2.808 2.196 -0.003
N 0.176 1.200 1.621 0.146
H 0.071 -0.614 4.103 -0.003
H -1.252 0.531 4.327 -0.002
H 1.651 1.177 4.362 -0.001
H 0.339 2.344 4.497 -0.002
N -6.834 1.651 -0.431 0.017
C -6.014 1.073 -1.431 0.084
O -6.574 0.552 -2.412 0.142
C -4.601 1.155 -1.240 0.206
C -3.962 1.844 -0.163 0.104
C -2.607 1.824 -0.027 0.003
N -1.776 1.173 -0.882 0.216
C -2.364 0.547 -1.944 0.023
C -3.708 0.520 -2.153 0.105
H -7.764 1.265 -0.498 0.002
H -6.462 1.602 0.505 0.005
H -4.523 2.423 0.559 0.032
H -2.115 2.351 0.781 0.016
H -1.684 0.065 -2.635 0.000
H -4.109 0.003 -3.014 0.025
C 2.200 -3.161 3.240 0.000
C 1.057 -3.675 2.642 0.000
C 0.524 -3.059 1.518 0.002
C 1.113 -1.925 0.954 -0.011
C 2.256 -1.420 1.576 -0.006
C 2.796 -2.028 2.704 0.001
Si 0.330 -1.118 -0.584 -0.009
C 1.195 -1.991 -2.052 -0.007
C 2.543 -1.835 -2.390 -0.004
C 3.118 -2.547 -3.431 -0.005
C 2.356 -3.435 -4.179 0.002
C 1.014 -3.599 -3.875 0.000
C 0.449 -2.886 -2.824 0.007
H 2.616 -3.633 4.123 0.000
H 0.571 -4.549 3.061 0.000
H -0.389 -3.449 1.084 -0.001
H 2.718 -0.516 1.198 0.003
H 3.680 -1.606 3.168 0.000
H -1.017 -1.736 -0.697 0.005
H 3.156 -1.133 -1.840 0.005
H 4.166 -2.402 -3.665 0.000
H 2.805 -3.989 -4.997 0.000
H 0.403 -4.282 -4.456 0.000
H -0.603 -3.025 -2.598 0.002
```

Net charge ... -2
Expectation value of S² ... 2.019
Largest force on an atom ... 0.0092 Eh/bohr
Orbital gap (spin up / spin down) ... 4.66 / 6.36 eV
HOMO level (spin up / spin down) ... -0.2 / -1.9 eV
Spin multiplicity ... 3
LUMO level (spin up / spin down) ... 4.443 / 4.437 eV